Arrangement w

C9H12N | ωB97M-V with the def2-TZVPD basis set

Net charge   +1
Frontier orbital gap (alpha / beta)   5.64 / 7.26 eV
Spin multiplicity   1

Last column: Mulliken charge in e.
Atoms and positions in Å:
C  -0.56  1.22  4.61  -0.033
C  -0.43  0.51  3.65  -0.392
C  0.23  0.26  1.29  1.086
C  1.19  1.25  1.35  -0.919
C  0.66  1.16  -1.72  -0.232
C  -0.32  -0.23  2.54  -0.806
C  0.00  -0.36  0.03  -0.128
C  -1.14  -1.26  -2.53  -1.059
C  0.32  -1.17  -2.15  -0.494
N  0.51  -0.02  -1.17  0.125
H  -0.28  1.68  5.53  0.393
H  1.69  1.81  0.56  0.162
H  1.65  1.42  2.27  0.341
H  0.72  1.16  -2.81  0.248
H  0.77  2.03  -1.16  0.322
H  -1.02  -1.10  2.49  0.280
H  -0.56  -1.25  0.09  0.387
H  -1.28  -1.86  -3.57  0.334
H  -1.74  -1.92  -1.87  0.355
H  -1.71  -0.33  -2.62  0.357
H  0.74  -0.86  -3.12  0.328
H  0.55  -2.16  -1.71  0.346

---

Arrangement x

C9H12N | ωB97M-V with the def2-TZVPD basis set

Net charge   +1
Frontier orbital gap   9.64 eV
Spin multiplicity   1
Structure (SMILES)   C[N@@+]12C=C1CCC=C=CC2

Last column: Mulliken charge in e.
Atoms and positions in Å:
C  -0.32  0.57  1.98  -0.833
N  0.65  0.40  0.82  0.205
C  1.73  -0.61  1.08  -0.450
C  0.83  -1.02  0.26  0.278
C  -0.20  -1.83  -0.42  -0.569
C  -0.73  -1.22  -1.78  -0.564
C  -1.55  0.04  -1.52  -0.520
C  -0.94  1.14  -1.43  0.107
C  0.14  1.79  -1.10  -0.450
C  1.00  1.58  0.04  -0.655
H  -1.17  1.27  1.73  0.333
H  -0.83  -0.41  2.17  0.338
H  0.20  0.97  2.90  0.322
H  2.67  -0.67  1.60  0.405
H  -0.88  -1.94  0.36  0.432
H  0.49  -2.69  -0.59  0.308
H  0.24  -1.09  -2.32  0.407
H  -1.37  -1.94  -2.36  0.348
H  -2.60  -0.11  -1.75  0.421
H  0.44  2.57  -1.86  0.348
H  2.12  1.63  -0.04  0.433
H  0.87  2.45  0.81  0.356

---

Need the numbers? Relative energies in eV: arrangement w 1.055; arrangement x 0.000.

---

Arrangement w

C2H4N2O2 | ωB97M-V with the def2-TZVPD basis set

Net charge   0
Frontier orbital gap   10.17 eV
Spin multiplicity   1
Structure (SMILES)   O=CN/C=N\O

Last column: Mulliken charge in e.
Atoms and positions in Å:
O  -1.82  -0.64  -2.13  -0.516
C  -0.80  -0.62  -1.46  0.215
N  -0.34  0.26  -0.49  -0.132
C  0.67  -0.29  0.21  0.205
N  1.16  0.25  1.21  -0.445
O  0.44  1.34  1.66  -0.437
H  -0.03  -1.39  -1.40  0.171
H  -0.98  0.89  -0.06  0.277
H  0.94  -1.23  -0.28  0.277
H  0.77  1.43  2.74  0.384

---

Arrangement x

C2H4N2O2 | ωB97M-V with the def2-TZVPD basis set

Net charge   0
Frontier orbital gap   10.16 eV
Spin multiplicity   1
Structure (SMILES)   [H]/N=C/N(O)C=O

Last column: Mulliken charge in e.
Atoms and positions in Å:
H  2.32  1.47  -0.93  0.258
N  1.76  0.87  -0.28  -0.501
C  0.56  0.81  -0.73  0.011
N  -0.56  0.29  -0.07  0.122
O  -1.48  -0.16  -1.03  -0.497
C  -0.43  -0.85  0.79  0.128
O  0.50  -1.00  1.63  -0.467
H  0.12  1.36  -1.67  0.251
H  -2.51  0.18  -0.71  0.374
H  -1.23  -1.58  0.57  0.322

---

Need the numbers? Relative energies in eV: arrangement w 0.000; arrangement x 0.531.

---

Arrangement w

C2H6NO3 | ωB97M-V with the def2-TZVPD basis set

Net charge   -1
Frontier orbital gap   8.15 eV
Spin multiplicity   1

Last column: Mulliken charge in e.
Atoms and positions in Å:
O  -0.27  -0.79  2.18  -0.744
C  -0.08  -0.40  1.02  0.470
O  -0.87  -0.51  0.03  -0.729
C  1.36  0.10  0.67  -0.329
N  1.55  0.64  -0.67  -0.690
H  1.57  0.85  1.44  0.204
H  1.95  -0.80  0.87  0.215
H  0.61  0.83  -1.02  0.314
H  1.85  -0.11  -1.26  0.275
H  -1.72  0.49  -1.42  0.380
H  -2.17  0.18  -2.78  0.273
O  -1.51  0.73  -2.35  -0.640

---

Arrangement x

C2H6NO3 | ωB97M-V with the def2-TZVPD basis set

Net charge   -1
Frontier orbital gap   8.57 eV
Spin multiplicity   1

Last column: Mulliken charge in e.
Atoms and positions in Å:
O  1.68  -1.33  0.80  -0.689
C  0.62  -0.81  1.17  -0.090
N  -0.29  -0.23  0.41  -0.341
C  -1.97  0.73  0.36  -0.102
O  -2.43  0.79  -0.79  -0.673
H  0.31  -0.85  2.24  0.293
H  -0.27  -0.39  -0.59  0.242
H  -2.42  -0.03  1.03  0.210
H  -1.60  1.65  0.83  0.195
H  2.59  0.24  -0.96  0.318
H  1.28  0.95  -1.28  0.317
O  2.08  0.61  -1.69  -0.679

---

Need the numbers? Relative energies in eV: arrangement w 0.000; arrangement x 1.548.